Entry a
This record from the Open Molecules 2025 dataset describes an isolated molecule of C6H11N. The level of theory is ωB97M-V/def2-TZVPD.

```
18
Properties=species:S:1:pos:R:3:nbo_charge:R:1
C -0.3684 0.7894 -0.5763 0.000
C 1.8805 -0.8700 -1.1557 -0.430
C -1.6908 1.3211 -0.9789 -0.652
C -0.2518 -0.5860 -0.0263 -0.153
C 0.3380 -0.3678 1.3326 -0.178
C -0.3704 -0.4107 2.4704 -0.432
N 0.4613 -0.5947 -1.2671 -0.408
H 0.3907 1.5412 -0.3961 0.206
H -1.1518 -1.2052 -0.0012 0.202
H 1.4080 -0.2047 1.4137 0.201
H 2.4584 -0.0831 -0.6507 0.172
H 2.2939 -0.9904 -2.1614 0.205
H 2.0636 -1.8100 -0.6160 0.199
H -2.5011 0.6181 -0.7570 0.214
H -1.9151 2.2588 -0.4636 0.231
H -1.7176 1.4975 -2.0611 0.232
H 0.1181 -0.3454 3.4354 0.203
H -1.4455 -0.5580 2.4594 0.188
```

Computed properties:
frontier orbital gap = 9.4 eV
lowest unoccupied orbital energy = 0.043 Ha

---

Entry b
This record from the Open Molecules 2025 dataset describes an isolated molecule of C6H11N. The level of theory is ωB97M-V/def2-TZVPD.

```
18
Properties=species:S:1:pos:R:3:nbo_charge:R:1
C 1.8045 -0.6674 -2.4139 -0.645
N 0.2017 1.4317 -0.9786 -0.827
C 0.1083 0.1041 -0.6293 0.140
C 0.7865 -0.8384 -1.3307 -0.261
C -1.7114 -0.0251 2.8147 -0.638
C -1.0133 0.5132 1.5923 -0.183
C -0.3661 -0.2541 0.7118 -0.212
H 1.4266 -0.9897 -3.3957 0.212
H 2.5878 -1.3755 -2.1282 0.224
H 2.1488 0.3522 -2.5695 0.199
H -0.2315 2.1923 -0.5131 0.388
H 0.7220 1.7134 -1.7858 0.382
H 0.5176 -1.8774 -1.1827 0.194
H -2.7850 -0.1369 2.6267 0.217
H -1.5961 0.6230 3.6810 0.211
H -1.3163 -1.0240 3.0257 0.212
H -0.9155 1.5918 1.6231 0.185
H -0.3686 -1.3332 0.8521 0.201
```

Computed properties:
frontier orbital gap = 8.4 eV
lowest unoccupied orbital energy = 0.041 Ha

---

It comes down to entry b, which is 191.1 kJ/mol more stable than the next structure.

---

Entry a
This record from the Open Molecules 2025 dataset describes a cluster of 2 separate species, C3H9NO in total. The level of theory is ωB97M-V/def2-TZVPD.

```
14
Properties=species:S:1:pos:R:3:nbo_charge:R:1
C 2.0125 -0.7306 0.9163 -0.047
N 2.3455 0.3362 0.3118 -0.629
H 1.2872 -1.3661 0.4277 0.191
H 2.2537 -0.8094 1.9792 0.151
H 2.7700 1.0133 0.9302 0.337
H 0.4484 0.2218 -1.0789 0.488
C -1.0783 0.2250 0.0400 -0.068
O -0.3551 -0.2848 -1.0568 -0.732
C -2.5502 0.3947 -0.2648 -0.628
H -0.9448 -0.4905 0.8848 0.140
H -0.6729 1.1240 0.5184 0.166
H -3.0947 -0.5424 -0.3555 0.210
H -3.0276 1.0177 0.4956 0.208
H -2.6546 0.9496 -1.2011 0.212
```

Computed properties:
frontier orbital gap = 11.1 eV
lowest unoccupied orbital energy = 0.038 Ha

---

Entry b
This record from the Open Molecules 2025 dataset describes a cluster of 2 separate species, C3H9NO in total. The level of theory is ωB97M-V/def2-TZVPD.

```
14
Properties=species:S:1:pos:R:3:nbo_charge:R:1
C 1.8028 1.0978 0.5397 -0.434
N 1.8875 -0.1083 -0.4076 -0.869
H 2.8078 1.6017 0.7065 0.179
H 1.0336 1.7473 0.2552 0.193
H 1.4235 0.9525 1.5135 0.202
H 2.5045 0.2270 -1.2353 0.364
H 2.3494 -0.9760 0.0773 0.366
O -2.6614 0.1447 1.3344 -0.520
C -1.9266 0.0086 0.3828 0.443
C -2.0622 -1.1046 -0.6509 -0.729
H -0.9145 0.4688 0.3513 0.105
H -1.2653 -1.8480 -0.6793 0.246
H -3.0416 -1.5432 -0.5275 0.226
H -1.9375 -0.6684 -1.6600 0.228
```

Computed properties:
frontier orbital gap = 10.6 eV
lowest unoccupied orbital energy = 0.033 Ha

---

Entry c
This record from the Open Molecules 2025 dataset describes an isolated molecule of C3H9NO. The level of theory is ωB97M-V/def2-TZVPD.

```
14
Properties=species:S:1:pos:R:3:nbo_charge:R:1
C -0.3476 0.3235 -0.6299 0.314
C -0.3013 -0.9970 1.4479 -0.414
C 1.0864 0.2409 -1.1025 -0.673
N -0.6937 0.1920 0.7039 -0.602
O -1.0588 1.2756 -1.2968 -0.711
H -1.3668 1.9418 -0.6659 0.478
H -1.0033 -0.8210 -0.8318 0.084
H 0.0054 1.1029 1.1304 0.277
H -0.3309 -0.7513 2.5083 0.210
H 0.6929 -1.3860 1.2017 0.174
H -1.0328 -1.7763 1.2369 0.201
H 1.4653 1.2305 -1.3527 0.220
H 1.7637 -0.1817 -0.3630 0.209
H 1.1217 -0.3940 -1.9865 0.232
```

Computed properties:
frontier orbital gap = 10.3 eV
lowest unoccupied orbital energy = 0.040 Ha

---

It comes down to entry a, which is 18.7 kJ/mol more stable than the next structure.

---

Entry a
This record from the Open Molecules 2025 dataset describes an isolated molecule of C3H9NO. The level of theory is ωB97M-V/def2-TZVPD.

```
14
Properties=species:S:1:pos:R:3:nbo_charge:R:1
C 0.1546 -0.0337 1.0964 -0.232
C 0.3389 -0.6348 -0.2579 0.094
C -0.8096 -0.7883 -1.2358 -0.650
O 1.4185 0.1251 -0.8512 -0.785
N -0.3194 1.3557 1.3160 -0.878
H 1.1944 0.0536 1.4828 0.192
H -0.5345 -0.6626 1.6889 0.194
H 0.8742 -1.6036 -0.0939 0.190
H -1.7053 -1.3103 -0.8335 0.222
H -0.5553 -1.2293 -2.2007 0.222
H -1.2821 0.1917 -1.4371 0.216
H 1.3660 0.7506 -1.5784 0.488
H -0.3548 1.8258 2.2051 0.377
H 0.2144 1.9603 0.6994 0.351
```

Computed properties:
frontier orbital gap = 9.7 eV
lowest unoccupied orbital energy = 0.036 Ha

---

Entry b
This record from the Open Molecules 2025 dataset describes a cluster of 2 separate species, C3H9NO in total. The level of theory is ωB97M-V/def2-TZVPD.

```
14
Properties=species:S:1:pos:R:3:nbo_charge:R:1
C 2.4587 0.6073 -0.8256 -0.211
O 1.9371 0.2841 0.3906 -0.969
H 2.4287 1.6849 -1.1045 0.102
H 3.5216 0.3223 -0.9378 0.117
H 1.9303 0.1241 -1.6879 0.074
C -0.8595 -0.0171 0.6439 -0.129
C -0.3062 -0.9976 -0.0344 -0.364
N -2.3774 -0.0307 0.7456 -0.703
H -0.4028 0.8289 1.1291 0.264
H 0.8408 -0.9319 -0.0595 0.356
H -0.9283 -1.7791 -0.4779 0.170
H -2.7697 -0.1289 -0.1873 0.431
H -2.6951 -0.8085 1.3139 0.431
H -2.7784 0.8423 1.0918 0.429
```

Computed properties:
frontier orbital gap = 5.1 eV
lowest unoccupied orbital energy = -0.029 Ha

---

Entry c
This record from the Open Molecules 2025 dataset describes an isolated molecule of C3H9NO. The level of theory is ωB97M-V/def2-TZVPD.

```
14
Properties=species:S:1:pos:R:3:nbo_charge:R:1
C -1.8440 -1.3542 0.1936 -0.256
O -0.7819 -0.7010 -0.4601 -0.590
H -2.7008 -0.5809 0.2487 0.162
H -1.4814 -1.6922 1.2131 0.171
H -2.1539 -2.1652 -0.5514 0.203
C 2.0556 0.7546 0.5010 -0.425
C -0.3486 0.6575 0.0466 0.107
N 0.9850 0.8117 -0.5592 -0.635
H 2.1650 -0.2720 0.5987 0.185
H 2.8290 1.3730 0.2023 0.204
H 1.7326 0.9828 1.5182 0.187
H -0.3140 0.5480 1.1996 0.143
H -1.1442 1.3607 -0.2167 0.171
H 1.2497 0.0252 -1.0645 0.373
```

Computed properties:
frontier orbital gap = 10.3 eV
lowest unoccupied orbital energy = 0.040 Ha

---

Entry d
This record from the Open Molecules 2025 dataset describes a structure of composition C3H9NO. The level of theory is ωB97M-V/def2-TZVPD.

```
14
Properties=species:S:1:pos:R:3:nbo_charge:R:1
C 1.4261 -0.2762 -0.6128 -0.213
C -0.1557 -0.3493 -0.6543 -0.436
C -0.8891 0.4650 0.3996 -0.164
O -2.3604 -0.1786 0.2699 -0.704
N 2.0458 0.3022 0.5770 -0.823
H 1.6479 0.3801 -1.4529 0.179
H 1.8364 -1.2697 -0.7620 0.196
H -0.4062 -1.3711 -0.3808 0.215
H -0.3838 -0.1438 -1.6948 0.209
H -0.7313 1.5384 0.2599 0.189
H -0.5278 0.1927 1.3828 0.201
H -2.1976 0.7067 -0.0744 0.459
H 1.8113 -0.2193 1.4123 0.349
H 1.7108 1.2467 0.7267 0.344
```

Computed properties:
frontier orbital gap = 10.1 eV
lowest unoccupied orbital energy = 0.029 Ha

---

It comes down to entry a, which is 104.7 kJ/mol more stable than the next structure.

---

Entry a
This record from the Open Molecules 2025 dataset describes a cluster of 2 separate species, C3H9NO in total. The level of theory is ωB97M-V/def2-TZVPD.

```
14
Properties=species:S:1:pos:R:3:nbo_charge:R:1
O -3.2279 1.4524 1.4667 -0.500
C -2.5054 0.6536 1.9885 0.275
H -1.9059 0.9286 2.8795 0.102
H -2.3986 -0.3934 1.6584 0.120
C 1.9268 -0.4541 -1.3621 -0.621
C 1.0054 0.1022 -0.3045 -0.215
N -0.2938 -0.5893 -0.2805 -0.853
H 1.5171 -0.3668 -2.3657 0.202
H 2.8583 0.1161 -1.3852 0.215
H 2.2074 -1.4870 -1.1619 0.209
H 1.4739 -0.0278 0.6760 0.175
H 0.8525 1.1776 -0.4285 0.177
H -1.0792 0.0492 -0.2744 0.357
H -0.4307 -1.1613 -1.1064 0.355
```

Computed properties:
frontier orbital gap = 10.3 eV
lowest unoccupied orbital energy = 0.035 Ha

---

Entry b
This record from the Open Molecules 2025 dataset describes a cluster of 2 separate species, C3H9NO in total. The level of theory is ωB97M-V/def2-TZVPD.

```
14
Properties=species:S:1:pos:R:3:nbo_charge:R:1
C -0.6210 0.6876 0.2641 -0.391
C 0.2089 -0.2918 -0.0565 -0.017
N 0.2336 -0.7786 -1.3951 -0.674
C 1.4558 -0.5831 -2.1596 -0.417
H -1.2044 1.1003 -0.5487 0.206
H -0.8624 1.0404 1.2525 0.180
H 1.1375 -0.5254 0.4793 0.164
H -0.0966 -1.7339 -1.4908 0.374
H 2.1395 0.1371 -1.7054 0.198
H 1.1987 -0.2365 -3.1643 0.196
H 2.0467 -1.4929 -2.3374 0.179
H -1.8554 1.4588 3.0718 0.464
H -1.5332 0.3172 4.0320 0.469
O -2.2478 0.9006 3.7582 -0.931
```

Computed properties:
frontier orbital gap = 9.7 eV
lowest unoccupied orbital energy = 0.033 Ha

---

Entry c
This record from the Open Molecules 2025 dataset describes an isolated molecule of C3H9NO. The level of theory is ωB97M-V/def2-TZVPD.

```
14
Properties=species:S:1:pos:R:3:nbo_charge:R:1
C -1.3628 0.9390 -0.1958 -0.637
C -0.5285 -0.3229 -0.4059 0.093
C 0.2692 -0.7677 0.7954 -0.235
H -1.8925 1.2125 -1.1256 0.200
H -2.1476 0.7260 0.5747 0.214
H -0.7195 1.7720 0.0938 0.229
H -1.2208 -1.1389 -0.7466 0.156
H 0.0391 0.1530 -2.2477 0.471
H -0.4093 -1.0240 1.6291 0.187
H 0.7428 -1.7272 0.5179 0.175
H 1.7528 -0.1468 2.0058 0.352
H 1.8095 0.4179 0.5244 0.358
N 1.1636 0.2791 1.2821 -0.823
O 0.4541 -0.1611 -1.4203 -0.741
```

Computed properties:
frontier orbital gap = 10.5 eV
lowest unoccupied orbital energy = 0.034 Ha

---

Entry d
This record from the Open Molecules 2025 dataset describes an isolated molecule of C3H9NO. The level of theory is ωB97M-V/def2-TZVPD.

```
14
Properties=species:S:1:pos:R:3:nbo_charge:R:1
C -0.5397 -0.9985 -0.9316 -0.626
C 0.5102 -0.1972 -0.1263 -0.048
C -0.2567 1.0580 0.4081 -0.014
H -0.1526 -1.8687 -1.3544 0.207
H -1.0630 -1.5303 -0.3618 0.193
H -1.1758 -0.6409 -1.7267 0.220
H 1.3121 0.1537 -1.0060 0.195
H 0.7157 -1.4145 1.6813 0.382
H 2.0107 -0.4802 1.0071 0.369
H -1.4178 0.8807 0.8706 0.078
H 0.0501 1.2177 1.2418 0.133
H -0.7889 2.7557 0.0020 0.468
N 1.1816 -0.9507 0.8370 -0.863
O -0.3856 2.0152 -0.5412 -0.691
```

Computed properties:
frontier orbital gap = 10.0 eV
lowest unoccupied orbital energy = 0.032 Ha

---

It comes down to entry c, which is 85.0 kJ/mol more stable than the next structure.

---

Entry a
This record from the Open Molecules 2025 dataset describes a structure of composition C3H9NO. The level of theory is ωB97M-V/def2-TZVPD.

```
14
Properties=species:S:1:pos:R:3:nbo_charge:R:1
C -1.9933 -0.1512 -0.4174 -0.400
C 0.1884 0.2706 0.6487 -0.248
C 1.4432 0.3916 -0.2731 -0.076
H -2.5819 0.5782 0.2121 0.153
H -2.5580 -0.9908 -0.5882 0.201
H -1.6119 0.3412 -1.2912 0.191
H -0.9433 -1.3759 1.0797 0.359
H -0.1830 1.2751 0.6851 0.169
H 0.5239 -0.0735 1.5635 0.191
H 2.2097 1.1741 0.0768 0.159
H 1.0540 0.6074 -1.3524 0.156
H 3.2277 -0.4292 -0.3463 0.439
N -0.8186 -0.7300 0.1727 -0.618
O 2.0431 -0.8875 -0.1699 -0.678
```

Computed properties:
frontier orbital gap = 9.1 eV
lowest unoccupied orbital energy = 0.018 Ha

---

Entry b
This record from the Open Molecules 2025 dataset describes a structure of composition C3H9NO. The level of theory is ωB97M-V/def2-TZVPD.

```
14
Properties=species:S:1:pos:R:3:nbo_charge:R:1
C -0.9022 -0.9444 -0.1764 -0.113
C -0.1365 0.1493 0.0314 -0.161
C -0.6036 1.4672 0.1559 -0.512
O 0.9999 2.6447 -1.3261 -0.916
N 0.4465 -2.9884 0.7034 -1.055
H -0.4356 -1.9803 0.2609 0.297
H -1.7826 -0.9505 -0.8177 0.204
H 0.8962 -0.0461 0.3038 0.230
H -1.6475 1.6609 -0.0779 0.227
H -0.3123 1.8733 1.1233 0.246
H 0.1691 2.1018 -0.6524 0.396
H 1.3814 3.4664 -0.9885 0.463
H 0.9419 -3.3751 -0.1062 0.340
H 0.9854 -3.0788 1.5664 0.355
```

Computed properties:
frontier orbital gap = 4.9 eV
lowest unoccupied orbital energy = -0.112 Ha

---

Entry c
This record from the Open Molecules 2025 dataset describes a structure of composition C3H9NO. The level of theory is ωB97M-V/def2-TZVPD.

```
14
Properties=species:S:1:pos:R:3:nbo_charge:R:1
C -0.5102 1.8757 -1.6982 0.279
O -0.2832 0.7505 -2.0214 -0.503
H 0.0141 -1.2502 -0.7739 0.165
H -1.5053 2.3394 -1.8055 0.113
H 0.2696 2.5490 -1.2876 0.111
H -1.1552 1.7288 0.5412 -0.044
C 1.4879 -1.2187 0.8425 -0.674
C 0.1098 -1.3943 0.3104 0.145
N -0.8387 -1.6762 1.0812 -0.640
H -1.7492 -1.7804 0.6343 0.337
H -1.3410 1.6022 1.2937 0.044
H 1.8580 -0.2299 0.5761 0.218
H 2.1506 -1.9548 0.3865 0.222
H 1.4928 -1.3413 1.9207 0.227
```

Computed properties:
frontier orbital gap = 10.2 eV
lowest unoccupied orbital energy = 0.021 Ha

---

It comes down to entry c, which is 78.0 kJ/mol more stable than the next structure.

---

Entry a
This record from the Open Molecules 2025 dataset describes a cluster of 2 separate species, C2H4N2O2S in total. The level of theory is ωB97M-V/def2-TZVPD.

```
11
Properties=species:S:1:pos:R:3:nbo_charge:R:1
C -1.4558 -0.4332 0.2762 0.409
C 2.1961 -0.2300 -0.1761 0.876
N 2.0873 -1.4142 0.0010 -0.770
N -0.4713 0.3824 0.2430 -0.729
O -2.6529 -0.3446 -0.3834 -0.680
O 2.5760 0.8617 -0.2583 -0.526
S -0.3336 1.9964 -0.0128 0.195
H -1.4275 -1.4706 0.7275 0.169
H 0.9319 2.0967 0.6163 0.155
H 1.3034 -1.9870 -0.2447 0.415
H -2.7535 0.5425 -0.7887 0.486
```

Computed properties:
frontier orbital gap = 9.3 eV
lowest unoccupied orbital energy = 0.016 Ha

---

Entry b
This record from the Open Molecules 2025 dataset describes an isolated molecule of C2H4N2O2S. The level of theory is ωB97M-V/def2-TZVPD.

```
11
Properties=species:S:1:pos:R:3:nbo_charge:R:1
C -0.6811 1.9113 0.3315 -0.257
C 0.2148 0.6018 0.0341 -0.131
N 0.3743 -2.1149 -0.7499 -0.911
N 1.5661 0.7582 -0.2562 0.437
O 1.8963 1.9319 -0.4340 -0.377
O 2.3931 -0.1257 -0.3398 -0.382
S -0.5111 -1.0345 0.3615 0.440
H -1.6906 1.6566 0.7624 0.209
H -0.2023 2.8626 0.5682 0.227
H -0.1755 -2.1632 -1.5464 0.355
H 1.2331 -1.6151 -1.0220 0.391
```

Computed properties:
frontier orbital gap (spin up / spin down) = 7.4 / 7.5 eV
lowest unoccupied orbital energy (spin up / spin down) = -0.069 / -0.058 Ha

---

It comes down to entry a, which is 459.0 kJ/mol more stable than the next structure.